1.
Here is a molecular structure, C17H41I2N2OP from the Open Molecules 2025 dataset. Energies are from the ωB97M-V functional and the def2-TZVPD basis.

LUMO = 0.360 eV

Atoms and positions in Å:
I -0.118 -1.947 -1.658
I -5.267 -6.480 -2.873
P -2.746 -4.378 -3.313
O 0.207 -4.870 -1.414
N 4.084 1.477 1.701
N -1.322 2.105 0.456
C -4.666 -4.453 -3.200
C -0.790 -4.297 -3.515
C 3.733 1.453 3.110
C -2.483 3.353 2.363
C -5.377 -3.905 -4.430
C -0.137 1.472 1.009
C -5.027 -2.430 -4.725
C -0.242 0.833 2.398
C -3.509 1.783 -0.665
C 4.945 2.572 1.285
C -0.167 -4.073 -2.200
C -1.699 3.380 1.045
C 4.389 0.168 1.150
C 3.065 2.737 3.572
C -2.412 1.182 0.201
C 6.289 2.735 2.004
C 5.620 -0.570 1.689
H -6.454 -3.999 -4.293
H -2.287 3.933 0.308
H 6.169 2.704 3.088
H -2.883 4.347 2.572
H 5.613 -1.601 1.333
H -1.103 0.167 2.481
H -4.060 2.569 -0.146
H 3.029 0.626 3.244
H -5.894 -1.787 -4.576
H -4.693 -2.294 -5.754
H -2.737 -3.062 -2.810
H -1.981 0.325 -0.325
H 0.182 0.696 0.306
H 6.725 3.704 1.752
H 7.007 1.966 1.724
H -4.227 1.010 -0.943
H 2.227 2.984 2.916
H -2.866 0.780 1.121
H -3.328 2.665 2.311
H -2.600 -5.507 -2.481
H 4.484 0.282 0.066
H 0.665 2.215 1.017
H 0.652 0.234 2.583
H -4.238 -2.039 -4.079
H -1.864 3.060 3.210
H -3.086 2.208 -1.577
H -4.984 -3.919 -2.300
H 2.682 2.611 4.586
H 4.587 1.236 3.771
H -0.306 1.578 3.191
H -0.564 -3.492 -4.212
H -0.778 3.953 1.181
H -5.127 -4.536 -5.288
H 5.116 2.453 0.212
H 4.383 3.503 1.394
H 5.626 -0.598 2.779
H 6.551 -0.113 1.356
H -0.447 -5.264 -3.894
H 3.750 3.585 3.586
H 3.509 -0.461 1.314
H -2.819 -4.568 -4.712

These are the Löwdin partial charges, in e, on atoms 1 to 8: number 1, I, carries 0.78; number 2, I, carries 0.77; number 3, P, carries 0.77; number 4, O, carries 0.01; number 5, N, carries -0.20; number 6, N, carries -0.20; number 7, C, carries -0.97; number 8, C, carries -0.41

2.
Here is 3 unconnected molecules or ions with the total composition C17H41N3O3 in a non-equilibrium geometry from the Open Molecules 2025 dataset. Energies are from the ωB97M-V functional and the def2-TZVPD basis.

energy above the lowest of the compared OMol25 structures with the same formula, charge and spin = 0.0 kJ/mol
LUMO = 0.607 eV

Atoms and positions in Å:
O -1.013 0.910 -2.197
O 1.981 0.907 3.727
O 4.757 -2.931 0.158
N 2.508 -4.078 -1.605
N 1.057 0.473 0.208
N -2.027 1.223 -1.268
C 3.045 -5.038 0.568
C -3.104 0.182 -1.267
C -1.065 3.386 -0.786
C 3.404 -2.550 0.111
C 2.090 0.373 2.429
C 2.536 -3.784 -0.156
C -3.782 -0.001 -2.657
C -0.472 0.521 2.097
C -4.615 2.006 -0.391
C -2.333 2.649 -1.192
C -3.460 2.965 -0.195
C -4.144 0.571 -0.201
C -2.729 3.270 -2.565
C -2.441 -1.118 -0.809
C 3.216 0.796 4.435
C 5.679 -1.889 0.022
C 0.901 0.905 1.603
H -5.096 2.077 -1.367
H -1.394 1.169 -3.056
H -3.176 3.035 0.856
H 2.787 -4.964 1.626
H 3.116 1.488 5.271
H -1.083 4.453 -1.006
H -5.363 2.196 0.385
H -3.649 0.463 0.765
H -0.172 2.992 -1.279
H 3.471 -4.106 -1.927
H -3.029 0.225 -3.411
H -1.229 0.948 1.433
H -0.606 0.855 3.124
H 2.029 -0.725 2.406
H -4.091 -1.039 -2.747
H -2.924 4.338 -2.479
H 1.065 1.989 1.628
H 4.060 1.205 3.866
H -0.649 -0.557 2.026
H -4.615 0.678 -2.820
H 5.632 -1.244 0.912
H 3.177 -1.737 -0.584
H 4.108 -5.192 0.394
H 2.564 -5.952 0.217
H -3.872 3.964 -0.376
H 3.387 -0.251 4.681
H -2.279 -1.142 0.274
H 1.575 1.073 -0.411
H -1.942 3.183 -3.321
H 0.178 0.210 -0.207
H -3.115 -1.945 -1.041
H 6.695 -2.280 -0.015
H 5.528 -1.288 -0.882
H -4.988 -0.115 -0.304
H 3.136 -2.160 1.107
H 2.073 -3.301 -2.093
H -3.613 2.785 -2.991
H -0.815 3.278 0.276
H 1.538 -3.606 0.243
H -1.431 -1.350 -1.151
H 3.025 0.602 1.908

These are the Löwdin partial charges, in e, on atoms 1 to 8: number 1, O, carries -0.03; number 2, O, carries -0.19; number 3, O, carries -0.20; number 4, N, carries 0.03; number 5, N, carries 0.06; number 6, N, carries -0.10; number 7, C, carries -0.07; number 8, C, carries -0.48

3.
Here is 3 unconnected molecules or ions with the total composition C17H41NO8P from the Open Molecules 2025 dataset. Energies are from the ωB97M-V functional and the def2-TZVPD basis.

charge = -1
LUMO = 2.178 eV

Atoms and positions in Å:
P 3.399 1.305 0.520
O 3.013 -0.272 0.242
O 2.271 -3.945 1.313
O -4.432 -2.428 -4.104
O 5.046 1.241 0.476
O 2.403 3.773 -4.957
O 2.901 2.185 -0.552
O -2.855 -3.485 -1.994
O 2.995 5.820 -3.073
N 1.684 2.333 2.388
C -1.065 -1.559 0.530
C 2.904 1.656 2.274
C 2.811 4.464 -2.668
C -1.140 3.095 1.986
C -1.262 -0.652 -0.687
C -0.625 2.239 3.154
C -0.205 -2.797 0.279
C 2.629 -2.910 2.207
C -0.178 -3.681 1.532
C 1.889 3.738 -3.614
C -2.403 2.591 1.258
C -4.955 -2.594 -2.787
C 0.631 1.454 2.768
C -4.245 -3.722 -2.070
C 1.060 -4.572 1.676
C -1.575 0.825 -0.371
C -2.410 1.099 0.887
H -0.317 3.214 1.274
H 2.399 4.452 -1.661
H -2.478 3.155 0.317
H -0.567 -0.989 1.321
H -2.130 1.246 -1.220
H 3.782 2.206 2.667
H 0.311 0.772 1.940
H 2.923 0.639 2.739
H 3.612 -2.551 1.909
H -4.764 -1.652 -2.274
H -0.641 1.395 -0.312
H -0.382 2.872 4.013
H -1.401 1.530 3.480
H -3.307 2.842 1.827
H -4.446 -4.670 -2.591
H 3.778 3.948 -2.628
H -4.704 -3.183 -4.635
H -0.333 -0.680 -1.272
H 0.915 0.775 3.612
H -3.447 0.780 0.712
H -0.575 -3.374 -0.576
H 0.979 -5.469 1.056
H -1.067 -4.322 1.549
H -1.356 4.106 2.350
H -2.038 0.506 1.723
H -2.594 -3.080 -2.830
H 3.054 5.802 -4.035
H -6.035 -2.770 -2.811
H 3.186 3.214 -4.973
H 0.808 -2.455 0.045
H -0.253 -3.038 2.418
H 0.922 4.239 -3.658
H 2.666 -3.283 3.241
H 1.130 -4.910 2.724
H 1.936 -2.062 2.166
H -4.616 -3.811 -1.047
H -2.035 -1.085 -1.331
H -2.048 -1.847 0.928
H 3.700 -0.760 -0.221
H 5.405 0.387 0.725
H 1.744 2.710 -3.274

These are the Löwdin partial charges, in e, on atoms 1 to 8: number 1, P, carries 0.51; number 2, O, carries -0.19; number 3, O, carries -0.20; number 4, O, carries -0.07; number 5, O, carries -0.19; number 6, O, carries -0.09; number 7, O, carries -0.30; number 8, O, carries -0.07

4.
Here is 4 unconnected molecules or ions with the total composition C17H42BINO8PS in a non-equilibrium geometry from the Open Molecules 2025 dataset. Energies are from the ωB97M-V functional and the def2-TZVPD basis.

LUMO = -0.935 eV

Atoms and positions in Å:
I -3.634 -2.835 -5.870
S 0.288 0.264 -3.688
P -0.180 -1.631 -3.679
O 2.529 2.407 1.205
O -0.142 1.213 0.836
O -5.924 2.214 3.473
O 0.140 -2.381 -5.158
O -3.258 3.416 3.846
O 0.826 -2.353 -2.491
O 8.246 -1.788 0.096
O 5.846 -0.375 1.063
N -4.831 0.352 -3.709
C -3.717 -5.422 -4.154
C -4.734 1.769 2.827
C -6.373 3.467 2.979
C 8.774 -1.703 1.410
C 6.924 -2.321 0.074
C -2.474 -3.500 -2.988
C 5.883 -1.220 -0.081
C -3.704 3.910 5.100
C 1.048 0.762 0.190
C 2.086 2.905 2.458
C 6.537 0.849 0.856
C -2.887 -0.717 -2.568
C -4.365 -0.709 -3.120
C -3.505 2.022 3.690
C 2.277 1.013 1.053
C -2.737 -4.161 -4.406
C -0.587 2.466 0.338
B -1.991 -1.961 -3.039
H -5.075 -1.574 -3.054
H -1.624 -4.096 -2.514
H -6.838 3.336 1.997
H -2.438 0.292 -2.764
H 9.065 -2.698 1.761
H -3.771 -5.656 -3.048
H -4.711 3.562 5.342
H -4.101 1.081 -3.724
H 5.934 1.513 0.228
H -1.776 -4.573 -4.822
H -4.624 2.241 1.846
H 3.149 0.583 0.552
H 0.229 3.188 0.261
H -2.631 1.596 3.189
H 2.780 2.597 3.247
H -7.120 3.855 3.672
H 2.178 0.525 2.028
H 6.063 -0.637 -0.991
H -4.742 -5.188 -4.559
H -3.604 1.532 4.665
H 6.863 -2.987 -0.793
H -1.333 2.860 1.030
H 7.514 0.693 0.393
H 1.158 1.230 -0.792
H 4.896 -1.682 -0.171
H 6.684 1.324 1.827
H -1.052 2.332 -0.644
H -4.839 0.691 2.674
H 0.748 -3.325 -2.553
H 0.031 -1.663 -5.816
H -3.339 -3.600 -2.266
H -3.716 5.000 5.049
H -3.008 3.603 5.888
H 1.077 2.560 2.701
H 8.059 -1.263 2.110
H -3.322 -6.285 -4.754
H 6.729 -2.916 0.971
H -5.558 4.192 2.905
H 2.077 3.994 2.406
H 0.939 -0.316 0.039
H -2.973 -0.802 -1.430
H 9.662 -1.070 1.377

These are the Löwdin partial charges, in e, on atoms 1 to 8: number 1, I, carries 0.90; number 2, S, carries 0.29; number 3, P, carries 0.33; number 4, O, carries -0.19; number 5, O, carries -0.20; number 6, O, carries -0.19; number 7, O, carries -0.27; number 8, O, carries -0.20

Per-record DFT total energy, Eh: -1793.70684; -1062.20877; -1670.39312; -2391.57160
Per-record orbital gap, eV: 8.3; 9.2; 4.4; 8.0